Density functional theory data (wB97M-V/def2-TZVPD) for 2 unconnected molecules or ions with the total composition C2H8NO2.

Results
orbital gap = 11.13 eV
total charge = +1
LUMO level = -3.50 eV
molecular weight = 78.09 g mol⁻¹
HOMO level = -14.64 eV
ΔE to the lowest compared entry with this formula, charge and spin = 94.2 kJ/mol

Last column: Löwdin charge in e.
Positions of all 13 atoms, in Å:
O1 -0.10 -0.77 -0.60  0.022
O2 0.83 -2.67 -0.08  0.111
N1 -0.84 1.78 0.65  0.143
C1 0.08 2.99 0.75  0.015
C2 0.19 -1.89 -0.95  -0.356
H1 -1.55 1.95 1.39  0.167
H2 -1.46 1.78 -0.16  0.166
H3 0.01 -2.23 -2.00  0.160
H4 -0.52 0.88 1.02  0.144
H5 -0.30 3.61 1.56  0.102
H6 1.11 2.69 0.87  0.103
H7 0.10 3.49 -0.22  0.101
H8 0.97 -3.54 -0.47  0.122